This record from OMol25 describes C7H10NO2PS in the gas phase. The level of theory is wB97M-V/def2-TZVPD.

Structure (XYZ):
```
22
Properties=species:S:1:pos:R:3
C 2.2188 0.1699 -1.0503
C 3.3164 -0.6613 0.8916
C 1.4295 0.2073 0.0782
C -2.6860 -1.1869 -1.3367
C -0.3479 0.8172 1.7434
C -1.3002 -0.9867 -0.5696
C 0.0136 0.6665 0.2381
N 2.1384 -0.1991 1.1549
O -1.1900 3.2757 0.3291
O -0.8918 0.3357 -0.7034
P -0.1759 2.6873 -0.5219
S 3.7829 -0.5199 -0.7965
H 1.9379 0.3685 -2.0827
H 3.9600 -1.1548 1.5621
H -3.0942 -2.1900 -1.0220
H -3.2878 -0.3720 -0.9055
H -2.4771 -1.0439 -2.4568
H -0.1403 -0.0733 2.3510
H -1.4738 1.0786 1.5568
H 0.2583 1.6095 2.2301
H -0.5466 -1.5826 -1.0996
H -1.4442 -1.2456 0.4096
```

Summary:
Total energy ... -33127.885 eV
Relative energy (zero: lowest compared OMol25 entry of this formula, charge and spin) ... 411.1 kJ/mol
LUMO ... -0.4 eV
HOMO-LUMO gap ... 7.521 eV
HOMO level ... -7.95 eV
SMILES ... CCO[C@](C)(P=O)c1cscn1


This record from OMol25 describes C6H10O2 in the gas phase. The level of theory is wB97M-V/def2-TZVPD.

Structure (XYZ):
```
18
Properties=species:S:1:pos:R:3
C -0.1481 1.0160 0.5608
C -1.5143 -1.8492 -1.1928
C 0.7035 2.2442 0.3044
C -0.7296 0.3743 -0.6656
C 0.6127 -0.2080 1.2869
C 1.4966 -1.0571 0.7395
O -1.2651 -0.8658 -0.1902
O -0.5096 0.6069 -1.8336
H -0.9892 1.2598 1.2176
H 0.5948 -0.1025 2.3682
H -1.5116 -2.8333 -0.7152
H -2.4856 -1.6610 -1.6560
H -0.7461 -1.8586 -1.9719
H 1.7671 2.1338 0.5444
H 0.3798 3.1087 0.8963
H 0.6794 2.5978 -0.7330
H 2.1341 -1.6669 1.3705
H 1.5312 -1.2391 -0.3305
```

Summary:
Total energy ... -10477.739 eV
Relative energy (zero: lowest compared OMol25 entry of this formula, charge and spin) ... 138.1 kJ/mol
LUMO ... 1.0 eV
HOMO-LUMO gap ... 10.562 eV
HOMO level ... -9.58 eV
SMILES ... C=C[C@@H](C)C(=O)OC